Entry 1:
{
  "formula": "C6F10O",
  "method": "the ωB97M-V functional and the def2-TZVPD basis",
  "lumo_energy_ev": 0.125,
  "e_tot_ha": -1302.39163,
  "homo_lumo_gap_ha": 0.4000,
  "multiplicity": 1,
  "largest_force_ev_per_a": 4.46,
  "smiles": "FC(F)=C(F)C(F)(F)C(F)(F)[C@@]1(F)OC1(F)F",
  "symbols": ["F", "C", "F", "C", "F", "C", "F", "F", "C", "F", "F", "C", "F", "O", "C", "F", "F"],
  "coordinates": [[-2.324, 2.276, -1.889], [-2.313, 1.111, -1.092], [-3.253, 0.739, -0.183], [-1.102, 0.401, -1.276], [-0.170, 0.917, -2.158], [-0.763, -0.807, -0.399], [-1.365, -1.966, -0.996], [-1.421, -0.698, 0.775], [0.686, -1.164, -0.146], [0.825, -2.168, 0.766], [1.319, -1.766, -1.231], [1.494, 0.052, 0.394], [2.511, 0.526, -0.350], [0.800, 1.143, 0.838], [1.566, 0.489, 1.871], [0.780, -0.172, 2.800], [2.729, 1.087, 2.275]]
}

---

Entry 2:
{
  "formula": "C6F7Xe",
  "method": "the ωB97M-V functional and the def2-TZVPD basis",
  "lumo_energy_ev": -6.416,
  "e_tot_ha": -1256.46169,
  "homo_lumo_gap_ha": 0.3031,
  "multiplicity": 1,
  "largest_force_ev_per_a": 0.04,
  "charge": 1,
  "symbols": ["C", "C", "C", "C", "C", "C", "F", "F", "F", "F", "F", "F", "F", "Xe"],
  "coordinates": [[1.611, -0.455, 0.402], [0.913, 0.738, 0.402], [-0.415, 0.701, -0.004], [-1.079, -0.451, -0.405], [-0.365, -1.634, -0.400], [0.971, -1.627, 0.002], [2.870, -0.484, 0.775], [1.475, 1.869, 0.772], [-2.342, -0.407, -0.772], [-0.938, -2.757, -0.770], [1.640, -2.748, 0.005], [-1.945, 2.089, 1.824], [-0.925, 2.709, -1.829], [-1.472, 2.458, -0.003]]
}

---

Entry 3:
{
  "formula": "C6H10",
  "method": "the ωB97M-V functional and the def2-TZVPD basis",
  "lumo_energy_ev": [-0.519, -0.387],
  "e_tot_ha": -234.44852,
  "homo_lumo_gap_ha": [0.2835, 0.2728],
  "multiplicity": 1,
  "largest_force_ev_per_a": 1.03,
  "symbols": ["C", "C", "C", "C", "C", "C", "H", "H", "H", "H", "H", "H", "H", "H", "H", "H"],
  "coordinates": [[2.837, 0.640, -0.352], [1.661, 0.224, 0.167], [0.731, -0.841, 0.071], [-0.724, -0.614, 0.347], [-1.444, -1.134, -0.917], [-1.236, 0.777, 0.738], [3.437, 1.294, 0.277], [3.220, 0.485, -1.355], [1.458, 0.876, 1.019], [-0.998, -1.325, 1.147], [-1.225, -0.486, -1.773], [-2.528, -1.129, -0.759], [-1.123, -2.150, -1.159], [-1.022, 1.505, -0.053], [-2.321, 0.764, 0.902], [-0.772, 1.133, 1.666]]
}